No. 1
# C3H14NO4

A cluster of 4 separate species, C3H14NO4 in total (ωB97M-V/def2-TZVPD, the Open Molecules 2025 dataset).

```
22
C3H14NO4, DFT ωB97M-V/def2-TZVPD
O 1.458 0.575 -0.436
C 0.476 1.302 -0.443
C -0.847 0.685 -0.988
N -1.351 -0.685 -0.562
C -2.824 -0.762 -0.956
H 0.492 2.433 -0.331
H -1.625 1.415 -0.730
H -0.773 0.784 -2.072
H -0.722 -1.404 -1.052
H -1.259 -0.780 0.413
H -2.814 -0.671 -2.129
H -3.371 0.068 -0.384
H -3.147 -1.781 -0.625
H 0.851 3.214 -3.452
H 1.161 1.930 -4.242
O 0.935 2.287 -3.364
H 0.065 -0.585 4.657
H 1.516 -1.111 4.838
O 0.834 -0.932 4.282
H 1.080 -1.679 2.640
H 2.083 -2.477 1.899
O 1.159 -2.168 1.871
```

Results
Charge   +1



No. 2
# C3H14NO4

A cluster of 4 separate species, C3H14NO4 in total (ωB97M-V/def2-TZVPD, the Open Molecules 2025 dataset).

```
22
C3H14NO4, DFT ωB97M-V/def2-TZVPD
C 0.466 0.053 0.414
C -0.159 -0.701 1.538
C -0.473 0.147 2.799
O -0.275 -0.252 3.890
N 0.509 -0.808 -0.877
H 1.572 0.306 0.538
H -0.118 1.017 0.158
H 0.358 -1.652 1.887
H -1.174 -0.937 1.127
H -0.944 1.056 2.629
H 0.800 -0.312 -1.689
H -0.466 -0.987 -1.053
H 1.191 -1.681 -0.719
H 0.977 2.788 -0.892
H 2.193 1.936 -0.285
O 1.459 1.922 -0.921
H 0.875 0.255 -3.808
H -0.194 -0.698 -4.475
O 0.516 -0.593 -3.741
H -2.336 0.622 -0.586
H -2.611 -0.436 -1.666
O -2.036 -0.154 -0.919
```

Results
Charge   +1



No. 3
# C3H14NO4S2

A cluster of 4 separate species, C3H14NO4S2 in total (ωB97M-V/def2-TZVPD, the Open Molecules 2025 dataset).

```
24
C3H14NO4S2, DFT ωB97M-V/def2-TZVPD
N -0.133 -2.312 0.266
C 0.023 -1.276 1.315
C -1.404 -0.737 1.613
O -1.527 0.701 1.612
C 1.062 -0.160 1.231
S 2.685 -0.531 0.342
S 2.320 -1.261 -1.550
H -0.514 -1.869 -0.560
H 0.786 -2.655 0.007
H 0.347 -1.956 2.111
H -2.067 -1.081 0.821
H -1.698 -0.942 2.640
H 1.523 -0.046 2.214
H 0.872 0.826 0.826
H -0.771 -0.474 -3.184
H 0.593 2.266 -0.845
H 2.189 2.178 -0.578
O 1.406 2.731 -0.642
H -0.946 1.136 0.982
H -2.031 2.273 -0.873
O -1.360 2.341 -1.553
H -1.003 1.480 -1.810
H 0.306 -0.328 -2.142
O -0.657 -0.304 -2.242
```

Results
Charge   -1



No. 4
# C3H14NOSr

A structure of composition C3H14NOSr (ωB97M-V/def2-TZVPD, the Open Molecules 2025 dataset).

```
20
C3H14NOSr, DFT ωB97M-V/def2-TZVPD
C -0.254 0.290 -3.388
Sr -0.424 -0.760 -0.727
N -0.862 -2.327 1.298
H 0.621 -2.747 -1.581
H -0.004 -2.462 1.845
H -0.938 -0.561 -3.151
H 0.323 0.027 -4.285
H 0.505 0.506 -2.610
H -0.822 1.211 -3.581
H -1.621 -2.199 1.974
H -1.042 -3.226 0.837
C -0.049 1.239 2.277
C 1.111 1.278 1.320
O 0.561 1.260 -0.123
H -0.679 2.124 2.139
H 0.296 1.255 3.312
H -0.687 0.351 2.159
H 1.738 2.169 1.375
H 1.755 0.394 1.369
H 0.472 2.178 -0.460
```

Results
Charge   -1



No. 5
# C3H14O4

A cluster of 4 separate species, C3H14O4 in total (ωB97M-V/def2-TZVPD, the Open Molecules 2025 dataset).

```
21
C3H14O4, DFT ωB97M-V/def2-TZVPD
C -0.501 1.033 -0.389
C 0.574 1.114 -1.428
C 1.846 0.378 -1.032
O 0.145 0.655 -2.717
H -1.287 1.690 -0.703
H -0.988 0.074 -0.295
H -0.179 1.484 0.571
H 0.915 2.162 -1.563
H 2.056 0.501 0.029
H 1.892 -0.644 -1.414
H 2.729 0.744 -1.597
H 0.308 -0.294 -2.661
H 2.120 1.200 3.151
H 1.592 2.378 2.262
O 1.468 1.906 3.091
H -2.490 -2.662 0.128
H -3.638 -3.091 -0.720
O -2.686 -2.920 -0.792
H -1.224 -2.677 2.094
H -1.536 -1.225 2.322
O -1.115 -1.807 1.661
```

Results
Multiplicity   2
Charge   -1
<S²>   0.750



No. 6
# C3H14O4

A cluster of 5 separate species, C3H14O4 in total (ωB97M-V/def2-TZVPD, the Open Molecules 2025 dataset).

```
21
C3H14O4, DFT ωB97M-V/def2-TZVPD
C 3.203 -2.277 0.228
C 3.624 -0.903 -0.325
C 3.339 0.268 0.222
H 2.552 -2.198 1.106
H 2.954 -2.807 -0.658
H 3.949 -3.007 0.394
H 3.970 -0.950 -1.434
H 3.769 1.191 -0.357
H 2.460 0.533 0.946
H -0.195 0.609 -1.139
H -1.425 -0.173 -1.117
O -0.825 0.252 -0.446
H 0.111 3.596 -0.738
H 0.483 3.297 -2.260
O 0.115 2.944 -1.456
H -3.945 0.748 1.417
H -3.159 2.006 1.572
O -4.073 1.679 1.271
H -5.793 -1.978 0.317
H -5.611 -0.921 1.254
O -5.505 -1.909 1.204
```

Results
Charge   0
SMILES   C=CC.O.O.O.O



Number 1: E -478.116869 hartree. Number 2: E -478.124358 hartree. Number 3: E -1274.841638 hartree. Number 4: E -283.262273 hartree. Number 5: E -423.602622 hartree. Number 6: E -423.557354 hartree.